ORCA calculation (ωB97M-V/def2-TZVPD) on a single C4H7NO2 molecule.

```
14
Properties=species:S:1:pos:R:3:nbo_charge:R:1
H -0.5358 0.6018 -1.2532 0.231
H 0.2656 1.9184 -0.3980 0.241
H -2.5733 1.0337 -0.1480 0.395
N -2.1548 0.8471 0.7477 -0.827
C 1.2970 0.0284 -0.3212 0.065
H -2.7561 0.6816 1.5401 0.405
O -0.3326 0.3040 1.9735 -0.613
C -0.8181 0.6283 0.9065 0.679
C 1.2575 -1.4184 -0.1408 -0.099
C 0.0235 0.8498 -0.3440 -0.540
H 2.1989 0.5507 -0.0045 0.190
H 2.1068 -1.9283 0.3123 0.187
H 0.2954 -1.9152 -0.0133 0.180
O 1.4953 -0.8502 -1.4223 -0.494
```

Values from the calculation:
HOMO-LUMO gap = 10.84 eV
LUMO energy = 0.9 eV
total charge = 0
2S+1 = 1
electronic energy = -361.8284 Eh
HOMO = -9.99 eV
ΔE to the lowest compared entry with this formula, charge and spin = 1.428 eV
SMILES string = NC(=O)C[C@H]1CO1